# 1
This record from the Open Molecules 2025 dataset describes a molecular structure, C22H18BrN2O2Rb at a distorted geometry. The level of theory is wB97M-V/def2-TZVPD.

Structure (ORCA input):
```
! wB97M-V def2-TZVPD RIJCOSX def2/J DEFGRID3
* xyz -2 1
Rb 0.63263 -0.32769 -0.53957
Br 5.93411 -0.75423 0.31895
O -1.94746 -0.52546 0.80382
O 0.91252 -1.08289 -3.27637
N -3.19062 -1.11408 -1.10256
N -2.01729 -1.45711 -1.75175
C 4.88944 2.76174 2.35981
C -3.21542 -3.13732 -3.07176
C 6.07655 3.46129 2.42422
C 3.71014 3.38141 2.93526
C 7.16622 2.93355 1.75758
C 2.33262 1.50345 2.29644
C -3.02665 -0.58377 0.10803
C -2.03011 -2.33493 -2.72700
C 0.46163 -2.18980 -3.67429
C 7.01120 1.70543 1.10566
C -6.75006 0.71933 1.94397
C -0.78716 -2.76342 -3.45481
C -4.35223 -0.19228 0.77235
C 5.86767 0.94989 1.09218
C -6.73855 0.24743 0.63056
C -5.60501 0.53128 2.66356
C -4.39800 0.14554 2.07449
C 2.49166 2.79453 2.88199
C 4.68828 1.51984 1.75882
C 1.47464 -2.99720 -4.63037
C -5.55893 -0.24781 0.10132
C 3.37443 0.79698 1.65903
H 1.59290 3.30837 3.31191
H 1.08458 -3.99093 -5.02035
H 7.87794 1.31619 0.62734
H 2.46379 -3.16284 -4.12638
H 8.09820 3.61173 1.71801
H -3.49205 -3.73483 -2.18784
H -5.48586 0.83274 3.73629
H -3.09787 -3.86235 -3.87490
H -5.59694 -0.71108 -0.90733
H -1.01072 -3.61510 -4.10615
H -3.55990 0.09093 2.65978
H -7.59396 1.06039 2.42998
H 3.84557 4.30169 3.47849
H -7.71148 0.13848 0.15121
H 6.02743 4.40234 2.97542
H 1.34683 1.14187 2.27183
H 1.88396 -2.30303 -5.34963
H -4.07865 -2.56824 -3.24724
*
```

Computed properties:
HOMO energy, eV: -0.64
Gap between HOMO and LUMO, eV: 5.00

***

# 2
This record from the Open Molecules 2025 dataset describes a molecular structure, C22H18Co2NO6 at a distorted geometry. The level of theory is wB97M-V/def2-TZVPD.

Structure (ORCA input):
```
! wB97M-V def2-TZVPD RIJCOSX def2/J DEFGRID3
* xyz -1 1
Co -3.18627 1.47737 3.55277
Co -1.35735 1.09649 5.55743
O 0.62176 3.03398 4.57423
O -3.76947 -1.41879 3.22869
O -5.64795 2.65117 2.59689
O -0.79885 -1.78946 5.61155
O -1.68896 3.58875 2.19955
O -0.54292 1.08921 8.34699
N -0.46248 0.76122 0.28760
C -2.49377 4.50217 5.61991
C -0.81443 1.11010 7.22307
C -0.68655 -0.25480 2.27691
C -2.89428 2.04812 5.34801
C 1.75337 1.84017 0.38185
C -0.95798 -0.64467 5.51231
C 0.56701 0.42756 2.24021
C -4.57965 3.46295 6.38421
C -3.05929 0.68871 5.66015
C -2.58520 -0.47461 0.46439
C -4.67060 2.17179 2.99703
C -3.55173 -0.27808 3.24514
C -0.76033 1.30772 -1.03684
C -3.30185 3.36024 5.80822
C -1.30726 -0.02261 1.02669
C -4.31889 5.86608 6.41640
C -2.24049 2.73267 2.75447
C -0.21594 2.31866 4.93774
C -3.89879 -0.36369 5.69491
C 0.67896 1.04071 0.98929
C -5.10015 4.73012 6.66107
C -3.01747 5.75754 5.91908
H 2.54201 1.99336 1.12194
H -3.52344 -1.32231 6.08049
H -2.38094 6.62421 5.74704
H 2.18628 1.32067 -0.48269
H -0.82672 2.40004 -1.01463
H -1.71948 0.91560 -1.37292
H -1.47217 4.37944 5.23216
H -4.97703 -0.17741 5.60945
H 1.42938 2.82941 0.03498
H 0.01410 1.03654 -1.75882
H -4.73860 6.84848 6.59758
H -5.14402 2.54599 6.57337
H -2.47741 -0.74381 -0.58938
H -6.11150 4.80158 7.06489
H -1.01936 -0.94524 3.03554
H -2.93418 -1.35139 1.00772
H 1.30402 0.52789 3.03309
H -3.35306 0.31385 0.53511
*
```

Computed properties:
HOMO energy, eV: -2.94
Energy above the lowest of the compared OMol25 structures with the same formula, charge and spin, eV: 0.514
Gap between HOMO and LUMO, eV: 5.84

***

# 3
This record from the Open Molecules 2025 dataset describes a molecular structure, C22H18F5HgN4O5Se at a distorted geometry. The level of theory is wB97M-V/def2-TZVPD.

Structure (ORCA input):
```
! wB97M-V def2-TZVPD RIJCOSX def2/J DEFGRID3
* xyz -2 2
Hg 0.69136 -0.41934 -0.54264
Se 1.28432 -2.39369 -2.07235
F 4.45045 -3.75204 -2.02114
F 3.48386 -2.23326 1.09989
F 0.37940 -4.57474 0.22967
F 2.46497 -5.82703 1.79573
F 5.03201 -5.43960 0.44810
O 0.20638 1.84114 1.75498
O 1.85980 1.40964 -1.66618
O 3.32783 3.66920 -2.76505
O 3.38398 5.65920 -0.56696
O 0.98936 5.22019 0.99653
N -1.04328 -0.87113 1.81042
N -2.14140 -1.32874 -0.68017
N 1.62959 -0.04520 1.57382
N -0.73824 1.33493 -0.38123
C -2.07104 1.13232 -0.47702
C 1.39573 4.43966 0.14292
C 0.93997 3.12232 -0.22733
C 2.23862 -3.59681 -0.99193
C -0.24701 -0.78840 3.02147
C 4.40082 -3.04629 0.34742
C 1.51420 1.38098 1.89833
C 2.67659 -4.99650 0.76308
C 3.71720 -3.64752 -0.85206
C 3.99040 -4.52507 0.35122
C -1.96006 -1.98821 1.68543
C 1.69814 -4.41168 0.00186
C -2.89430 -1.72469 0.50757
C 2.60110 4.75728 -0.72343
C 1.24349 -0.91566 2.68727
C -0.23594 2.41719 0.43424
C 2.68335 3.65818 -1.74882
C 1.77193 2.56534 -1.23576
C -3.02257 1.98110 0.01934
C -1.27877 3.42158 0.82535
C -2.58669 3.17508 0.66579
C -2.54922 -0.06616 -1.27504
H -3.64398 -0.00346 -1.35887
H 2.20691 1.93004 1.25499
H -0.42663 0.16590 3.52041
H -2.12127 -0.00084 -2.27930
H -1.52703 0.00536 1.65462
H -0.51540 -1.59563 3.71227
H -3.57074 -0.90749 0.78540
H -2.56421 -2.14929 2.59601
H -1.38571 -2.89485 1.50032
H 1.46723 -1.94061 2.39912
H -0.90947 4.31682 1.29829
H -2.10770 -2.06828 -1.36581
H 1.82514 -0.66833 3.58906
H -3.49385 -2.62301 0.32651
H 1.79861 1.56010 2.94720
H -3.32246 3.90053 0.99884
H -4.07567 1.77338 -0.12112
H 2.57747 -0.27843 1.29866
*
```

Computed properties:
HOMO energy (alpha / beta), eV: -1.59 / -1.76
<S²>: 0.77
Energy above the lowest of the compared OMol25 structures with the same formula, charge and spin, eV: 1.323
Gap between HOMO and LUMO (alpha / beta), eV: 6.00 / 6.17

***

# 4
This record from the Open Molecules 2025 dataset describes a molecular structure, C22H18FeN6O2SbSe4 at a distorted geometry. The level of theory is wB97M-V/def2-TZVPD.

Structure (ORCA input):
```
! wB97M-V def2-TZVPD RIJCOSX def2/J DEFGRID3
* xyz -2 6
Sb -4.81443 0.10771 -1.24682
Se -5.99091 -1.95731 -1.70944
Se -2.21684 -0.05413 -1.22962
Se -5.82031 1.28806 0.60580
Se -0.37484 -0.42922 -2.61296
Fe -0.20242 -0.05091 -0.42917
O -2.17684 -1.84763 1.34767
O 1.18095 -3.10399 -1.46712
N 2.66045 -0.55163 0.07213
N 0.91092 -0.84063 1.63564
N -1.80510 -4.05579 1.02894
N 0.03579 2.09051 -0.39162
N 1.77277 0.22565 -0.47890
N -0.49126 -2.41047 -0.07686
C 2.17556 1.37691 -1.15358
C -0.02657 -4.77892 -0.34140
C -1.88621 2.94989 0.79554
C -2.91942 -4.34689 1.90668
C 2.38903 -2.80324 2.92785
C -2.51605 3.93453 1.53629
C -1.84797 5.10162 1.89303
C -0.51978 5.23916 1.50475
C 1.14768 -2.40397 3.43345
C 2.12549 -1.19752 1.16696
C 0.27298 -3.37805 -0.68517
C 0.11438 4.26597 0.74882
C -1.04593 -5.04776 0.48079
C 3.64780 2.78288 -2.42244
C 1.16876 2.37109 -1.13864
C 3.41480 1.59653 -1.72790
C 1.40994 3.53139 -1.88245
C -0.56088 3.09151 0.33846
C 2.63178 3.72649 -2.52157
C 2.89256 -2.18711 1.80984
C 0.46528 -1.41232 2.75220
C -1.49775 -2.69863 0.76919
H 4.60822 2.95995 -2.89205
H -2.34125 5.87356 2.47182
H -2.42953 2.04384 0.57594
H -3.70543 -3.61696 1.73393
H -0.50756 -1.07526 3.08777
H 1.15654 4.39483 0.48891
H -3.54913 3.77181 1.82244
H 4.16967 0.82574 -1.64028
H 0.63099 4.28032 -1.95300
H -3.29002 -5.34913 1.68864
H 2.79205 4.62974 -3.10058
H -2.62359 -4.28987 2.95837
H -1.32364 -6.05848 0.75886
H 0.58994 -5.56236 -0.75542
H 2.94967 -3.59433 3.41391
H 3.85013 -2.44704 1.37961
H 0.72142 -2.85248 4.32052
H 0.04407 6.11693 1.80613
*
```

Computed properties:
HOMO energy (alpha / beta), eV: -1.07 / -1.67
<S²>: 8.97
Energy above the lowest of the compared OMol25 structures with the same formula, charge and spin, eV: 3.850
Gap between HOMO and LUMO (alpha / beta), eV: 4.65 / 4.57

***

# 5
This record from the Open Molecules 2025 dataset describes a molecular structure, C22H18IKN4O5 at a distorted geometry. The level of theory is wB97M-V/def2-TZVPD.

Structure (ORCA input):
```
! wB97M-V def2-TZVPD RIJCOSX def2/J DEFGRID3
* xyz -2 1
I 1.08928 -1.40345 -1.95759
K 1.18457 -0.01811 1.13297
O 4.40939 -0.97492 2.99330
O 3.70497 -0.10691 1.14336
O 2.69908 -1.83136 1.98984
O -0.54220 1.48452 1.77843
O -0.61595 5.74682 -1.57647
N 0.88038 1.73603 -1.05775
N -0.59487 4.85883 2.90291
N 3.61893 -0.97313 2.05502
N -8.68207 -4.91123 0.05034
C -0.24772 5.50458 1.75963
C -6.43943 -2.19276 0.36963
C -0.03014 3.44056 0.52152
C -0.40501 2.73056 1.69307
C 1.62491 2.71704 -3.20039
C -7.69903 -4.29395 0.00207
C -0.67707 3.56074 2.87719
C 2.01895 2.59001 -4.52246
C 1.27021 1.60478 -2.43445
C 0.42885 5.71103 -0.58599
C -1.06799 2.82020 4.11581
C -6.50828 -3.54439 -0.05898
C -5.29703 -1.45929 0.30514
C 0.01300 4.86219 0.58125
C 2.08866 1.33480 -5.10211
C -5.29709 -4.09231 -0.55262
C -2.90161 -1.25218 -0.30111
C 1.79210 0.21597 -4.34303
C -4.14256 -3.37742 -0.62470
C 1.40186 0.33596 -3.01165
C 0.29010 2.84634 -0.78607
C -4.03888 -1.98493 -0.21140
H -0.26680 2.15122 4.44004
H -5.27235 -5.12476 -0.89009
H -1.99526 -1.66662 -0.72682
H -0.17763 6.58524 1.82104
H -7.32625 -1.70798 0.76802
H -2.86025 -0.21094 -0.00779
H -3.25492 -3.86827 -1.01254
H -0.24656 6.12320 -2.38043
H -1.92611 2.17321 3.92904
H -1.29032 3.53412 4.90825
H -0.03868 3.51138 -1.58700
H 1.62026 3.69583 -2.74283
H 0.62633 6.72627 -0.22792
H 1.34911 5.33353 -1.04676
H 2.28813 3.47053 -5.09255
H -5.31847 -0.43144 0.65270
H 2.39670 1.21897 -6.13369
H 1.86906 -0.77489 -4.77054
*
```

Computed properties:
HOMO energy, eV: -0.54
Energy above the lowest of the compared OMol25 structures with the same formula, charge and spin, eV: 0.607
Gap between HOMO and LUMO, eV: 4.22